Entry from the OMol25 dataset: a structure of composition C4H4LiO5Rb at a distorted geometry (ωB97M-V/def2-TZVPD).

Results
Kohn-Sham gap   4.4 eV
Energy above the lowest of the compared OMol25 structures with the same formula, charge and spin   0.0 kcal/mol
E_LUMO   -0.0467 Ha
Highest occupied orbital energy   -5.6 eV

CARTESIAN COORDINATES (ANGSTROEM)
H (-1.537, 0.949, -1.234)
C (0.318, 0.548, -0.318)
H (-0.550, -0.256, -2.096)
C (-3.629, 0.071, 1.419)
O (2.707, 0.950, 0.805)
O (-1.621, -0.914, -0.421)
Li (4.561, 0.332, 0.994)
O (3.490, -0.931, -0.045)
Rb (-3.736, -3.686, 0.676)
O (-3.771, 1.185, 1.612)
C (2.566, -0.091, 0.113)
O (1.387, -0.394, -0.440)
C (-0.896, 0.050, -1.086)
H (0.645, 1.517, -0.725)
H (0.065, 0.669, 0.747)

Cartesian forces, eV/Å:
0.2 0.2 -0.2
-0.1 0.5 0.1
0.0 0.0 0.1
-0.3 1.1 0.3
0.5 0.7 0.3
-0.3 -0.4 0.1
-1.0 -0.2 -0.4
0.8 0.0 0.0
0.6 0.9 -0.3
0.4 -1.4 -0.4
-0.7 -0.5 0.2
0.5 -0.2 -0.1
-0.8 -0.4 0.6
0.1 -0.2 0.1
0.0 0.0 -0.3

---

Entry from the OMol25 dataset: the ion C4H4N with charge +1 at a distorted geometry (ωB97M-V/def2-TZVPD).

Results
Net charge   +1
Kohn-Sham gap (alpha / beta)   7.5 / 6.6 eV
Energy above the lowest of the compared OMol25 structures with the same formula, charge and spin   64.3 kcal/mol
E_LUMO (alpha / beta)   -0.2531 / -0.2576 Ha
Highest occupied orbital energy (alpha / beta)   -14.4 / -13.6 eV

CARTESIAN COORDINATES (ANGSTROEM)
H (-0.863, -0.354, 1.107)
C (-0.755, -0.030, 0.008)
C (0.590, 0.083, -0.343)
C (-2.052, 0.259, -0.387)
H (-2.513, -0.001, -1.387)
H (3.876, -0.156, 0.365)
N (1.709, -0.182, 0.183)
C (2.878, -0.272, 0.219)
H (-2.868, 0.654, 0.235)

Cartesian forces, eV/Å:
0.6 0.7 -1.0
0.9 -0.2 2.3
-4.5 0.3 -0.3
-1.0 -0.4 -2.5
1.2 0.5 0.8
2.6 0.0 0.3
2.3 -0.3 -0.6
-3.0 -0.2 0.5
0.9 -0.5 0.6

---

Entry from the OMol25 dataset: the molecule C4H4N2 at a distorted geometry (ωB97M-V/def2-TZVPD).

Results
SMILES   C=C1C=NN=C1
Kohn-Sham gap   9.3 eV
Energy above the lowest of the compared OMol25 structures with the same formula, charge and spin   76.9 kcal/mol
E_LUMO   -0.0341 Ha
Highest occupied orbital energy   -10.2 eV

CARTESIAN COORDINATES (ANGSTROEM)
N (1.012, 0.848, 1.382)
H (-1.127, -1.061, -1.807)
H (0.711, -1.241, -1.727)
C (-0.929, 0.767, 0.557)
C (1.084, 0.026, 0.502)
H (1.939, -0.557, 0.498)
H (-2.012, 0.748, 0.489)
C (-0.271, -0.864, -1.231)
N (-0.337, 1.413, 1.465)
C (-0.070, -0.079, -0.129)

Cartesian forces, eV/Å:
0.7 5.2 6.0
-1.3 0.1 -0.3
-1.9 0.2 1.1
-3.9 0.7 0.8
4.2 -1.7 -0.3
1.7 -1.1 -0.9
0.1 0.5 -0.4
3.5 0.7 0.4
1.4 -0.2 0.2
-4.5 -4.4 -6.7

---

Entry from the OMol25 dataset: the molecule C4H4N2 at a distorted geometry (ωB97M-V/def2-TZVPD).

Results
Kohn-Sham gap (alpha / beta)   6.2 / 9.2 eV
Energy above the lowest of the compared OMol25 structures with the same formula, charge and spin   150.9 kcal/mol
E_LUMO (alpha / beta)   -0.0469 / -0.0086 Ha
Highest occupied orbital energy (alpha / beta)   -7.5 / -9.4 eV

CARTESIAN COORDINATES (ANGSTROEM)
H (-1.160, -2.708, -0.199)
H (-0.250, 1.273, -1.833)
H (1.030, 0.195, -1.837)
C (-0.184, 0.551, 0.661)
N (0.201, 0.506, -1.323)
C (-0.910, -1.684, -0.001)
C (-0.501, -0.509, -0.234)
H (-0.946, 1.302, 0.878)
C (0.924, 0.530, 1.561)
N (1.796, 0.545, 2.326)

Cartesian forces, eV/Å:
0.0 0.2 -0.1
-0.5 -0.8 0.4
-0.4 -0.2 0.2
-0.2 0.4 3.3
0.1 -1.5 -1.2
-0.2 -0.9 -0.6
1.6 3.0 -1.3
0.3 0.0 -0.2
-0.4 -0.1 -0.1
-0.3 0.0 -0.4

---

Entry from the OMol25 dataset: the molecule C4H4N2 at a distorted geometry (ωB97M-V/def2-TZVPD).

Results
Kohn-Sham gap (alpha / beta)   7.5 / 8.0 eV
Energy above the lowest of the compared OMol25 structures with the same formula, charge and spin   136.2 kcal/mol
E_LUMO (alpha / beta)   -0.0233 / 0.0054 Ha
Highest occupied orbital energy (alpha / beta)   -8.1 / -7.9 eV

CARTESIAN COORDINATES (ANGSTROEM)
C (1.186, -0.934, 0.314)
H (0.120, 2.024, -0.319)
N (0.770, 1.279, -0.533)
C (0.269, 0.009, -0.189)
C (-1.114, -0.242, -0.015)
N (1.976, -1.833, 0.548)
C (-2.305, -0.418, 0.107)
H (1.396, -0.637, 1.395)
H (1.058, 1.338, -1.505)
H (-3.356, -0.587, 0.198)

Cartesian forces, eV/Å:
0.7 -0.1 1.3
0.0 -0.1 -0.1
-0.1 0.0 -0.1
-1.0 0.2 -0.5
0.1 0.1 0.0
0.2 -0.8 -1.0
0.2 0.0 0.0
-0.3 0.6 0.3
0.1 0.0 0.1
0.2 0.0 0.0

---

Entry from the OMol25 dataset: the molecule C4H4N2O at a distorted geometry (ωB97M-V/def2-TZVPD).

Results
SMILES   OC=C1C=NN=C1
Kohn-Sham gap   9.2 eV
Energy above the lowest of the compared OMol25 structures with the same formula, charge and spin   91.8 kcal/mol
E_LUMO   -0.0157 Ha
Highest occupied orbital energy   -9.6 eV

CARTESIAN COORDINATES (ANGSTROEM)
H (0.171, -2.271, 0.941)
C (-0.759, -0.348, -1.297)
H (1.329, 0.141, 1.854)
O (0.614, -1.873, 1.540)
C (0.081, 1.409, -0.074)
C (0.613, -0.588, 1.201)
H (-1.186, -1.391, -1.461)
H (0.266, 2.389, 0.501)
N (-0.345, 1.837, -1.250)
C (0.057, -0.020, 0.079)
N (-0.842, 0.715, -2.034)

Cartesian forces, eV/Å:
-4.9 -4.9 -6.4
1.2 -0.6 2.0
-2.1 -2.1 -1.3
4.8 4.8 6.3
-0.3 3.5 -2.2
1.4 2.4 -0.2
0.7 1.7 -0.4
0.4 -2.4 0.1
-0.1 -1.4 0.7
-1.4 0.1 -0.6
0.2 -1.0 2.0

---

Entry from the OMol25 dataset: the molecule C4H4N2O (ωB97M-V/def2-TZVPD).

Results
SMILES   O=C[C@H]1C=NC=N1
Kohn-Sham gap   10.4 eV
Energy above the lowest of the compared OMol25 structures with the same formula, charge and spin   34.9 kcal/mol
E_LUMO   0.0020 Ha
Highest occupied orbital energy   -10.3 eV

CARTESIAN COORDINATES (ANGSTROEM)
H (0.207, -2.070, -1.234)
N (0.892, 0.936, 0.426)
O (2.080, -1.539, -0.686)
C (-1.175, -0.083, 0.141)
N (-1.328, 0.781, 1.076)
C (-0.037, 1.375, 1.189)
C (0.904, -1.326, -0.784)
H (0.117, 0.490, -1.404)
C (0.216, -0.017, -0.427)
H (0.106, 2.183, 1.900)
H (-1.981, -0.731, -0.199)

Cartesian forces, eV/Å:
0.2 0.1 0.1
-0.3 0.1 0.1
-0.6 0.1 0.1
-0.1 0.1 0.0
0.1 -0.3 -0.3
0.3 0.1 0.1
0.3 0.0 0.0
-0.1 -0.1 -0.1
0.0 0.0 0.0
0.0 -0.2 0.0
0.1 0.1 0.0

---

Entry from the OMol25 dataset: the molecule C4H4N2O at a distorted geometry (ωB97M-V/def2-TZVPD).

Results
SMILES   N=C=C/N=C\C=O
Kohn-Sham gap   8.2 eV
Energy above the lowest of the compared OMol25 structures with the same formula, charge and spin   85.4 kcal/mol
E_LUMO   -0.0041 Ha
Highest occupied orbital energy   -8.3 eV

CARTESIAN COORDINATES (ANGSTROEM)
N (0.569, 0.897, -0.621)
H (-0.631, 2.590, -0.906)
H (-2.170, -0.743, 1.176)
C (-1.525, 0.903, 0.185)
N (-2.244, 0.177, 0.775)
C (-0.557, 1.587, -0.492)
H (1.906, -2.108, 0.206)
C (1.038, -1.409, 0.227)
H (2.309, -0.028, -0.877)
C (1.309, -0.132, -0.448)
O (-0.003, -1.734, 0.774)

Cartesian forces, eV/Å:
0.7 0.5 -0.5
-0.3 -0.3 0.2
-0.3 0.0 0.2
-0.5 -0.6 0.4
0.7 0.4 -0.5
0.0 -0.2 0.1
-0.2 0.1 0.0
-0.4 0.0 0.1
0.0 -0.3 0.1
0.0 0.1 0.0
0.3 0.2 -0.2

---

Entry from the OMol25 dataset: the molecule C4H4N2O at a distorted geometry (ωB97M-V/def2-TZVPD).

Results
SMILES   [H]/N=C\C(=O)CC#N
Kohn-Sham gap   9.9 eV
Energy above the lowest of the compared OMol25 structures with the same formula, charge and spin   33.5 kcal/mol
E_LUMO   -0.0229 Ha
Highest occupied orbital energy   -10.6 eV

CARTESIAN COORDINATES (ANGSTROEM)
H (-2.145, 0.429, 0.043)
H (-1.186, 0.183, 1.506)
C (1.127, -0.734, 0.137)
C (-0.322, -0.602, -0.262)
H (1.364, -0.510, 1.189)
O (-0.770, -1.380, -1.095)
N (-0.036, 2.802, 0.114)
C (-1.126, 0.444, 0.445)
N (2.031, -1.102, -0.707)
H (1.591, -1.291, -1.622)
C (-0.529, 1.761, 0.252)

Cartesian forces, eV/Å:
0.2 0.1 0.1
0.1 0.2 0.0
1.2 -0.4 -1.2
0.3 -2.1 -1.3
0.2 0.0 -0.5
0.2 1.4 1.1
-0.6 -1.4 0.1
-0.9 0.1 -0.2
-1.3 0.4 1.4
0.1 0.1 0.3
0.6 1.5 0.1

---

Entry from the OMol25 dataset: a cluster of 2 separate species, C4H4N2O in total at a distorted geometry (ωB97M-V/def2-TZVPD).

Results
SMILES   N#C[C@H]1CO1.C#N
Kohn-Sham gap   11.3 eV
Energy above the lowest of the compared OMol25 structures with the same formula, charge and spin   84.1 kcal/mol
E_LUMO   0.0318 Ha
Highest occupied orbital energy   -10.5 eV

CARTESIAN COORDINATES (ANGSTROEM)
N (-0.808, -1.160, -2.100)
H (-1.781, -0.580, -3.983)
H (-0.027, -0.656, 0.046)
C (0.336, 0.233, 0.539)
C (1.700, 0.345, 0.417)
O (-0.564, 1.179, 0.872)
H (-0.580, -0.368, 2.437)
C (-1.351, -0.749, -3.034)
C (-0.140, 0.444, 1.945)
H (0.391, 1.053, 2.594)
N (2.824, 0.259, 0.266)

Cartesian forces, eV/Å:
-0.8 0.8 -1.1
-0.3 0.4 -0.3
-0.3 0.0 -0.2
-0.8 -2.7 1.7
1.4 1.1 -1.0
-2.6 2.2 -1.2
-1.9 -0.9 0.2
1.1 -1.2 1.3
1.0 -0.5 -0.4
1.5 0.8 1.2
1.7 0.0 -0.1

---

Question: Which value of energy above the lowest of the compared OMol25 structures with the same formula, charge and spin does entry 3 give?
Answer: 76.9 kcal/mol

---

Repeat the third record exactly.
Entry from the OMol25 dataset: the molecule C4H4N2 at a distorted geometry (ωB97M-V/def2-TZVPD).

Results
SMILES   C=C1C=NN=C1
Kohn-Sham gap   9.3 eV
Energy above the lowest of the compared OMol25 structures with the same formula, charge and spin   76.9 kcal/mol
E_LUMO   -0.0341 Ha
Highest occupied orbital energy   -10.2 eV

CARTESIAN COORDINATES (ANGSTROEM)
N (1.012, 0.848, 1.382)
H (-1.127, -1.061, -1.807)
H (0.711, -1.241, -1.727)
C (-0.929, 0.767, 0.557)
C (1.084, 0.026, 0.502)
H (1.939, -0.557, 0.498)
H (-2.012, 0.748, 0.489)
C (-0.271, -0.864, -1.231)
N (-0.337, 1.413, 1.465)
C (-0.070, -0.079, -0.129)

Cartesian forces, eV/Å:
0.7 5.2 6.0
-1.3 0.1 -0.3
-1.9 0.2 1.1
-3.9 0.7 0.8
4.2 -1.7 -0.3
1.7 -1.1 -0.9
0.1 0.5 -0.4
3.5 0.7 0.4
1.4 -0.2 0.2
-4.5 -4.4 -6.7

---

Question: Which value of energy above the lowest of the compared OMol25 structures with the same formula, charge and spin does entry 6 give?
Answer: 91.8 kcal/mol

---

Question: Which value of energy above the lowest of the compared OMol25 structures with the same formula, charge and spin does entry 3 give?
Answer: 76.9 kcal/mol